Below is 24 unconnected molecules or ions with the total composition C96H192O24 at a distorted geometry, with properties calculated with wB97M-V/def2-TZVPD.

The value obtained for the total energy is -151791.8629 eV. As for the gap between HOMO and LUMO: 9.7 eV. The strongest force on any atom is 0.0750 Eh/bohr.

Each line ends with the Löwdin charge.
Positions of all 312 atoms, in Å:
C (-4.25573, -6.58813, 3.85856)  -0.15
C (-3.16040, -5.56541, 4.20416)  -0.17
C (-2.32629, -6.36558, 5.18884)  -0.20
O (-2.30140, -7.62662, 4.56264)  -0.14
C (-3.52053, -7.93924, 3.94673)  -0.20
H (-4.65083, -6.37205, 2.86594)  0.10
H (-5.01685, -6.56970, 4.63859)  0.11
H (-3.52628, -4.60155, 4.55798)  0.10
H (-2.58222, -5.30897, 3.31645)  0.09
H (-2.79595, -6.49628, 6.16374)  0.12
H (-1.39050, -5.86706, 5.44158)  0.11
H (-4.06298, -8.62565, 4.59688)  0.12
H (-3.34806, -8.30654, 2.93508)  0.10
C (-5.15898, 0.16659, -1.21592)  -0.15
C (-4.49120, -0.77026, -0.20299)  -0.13
C (-5.58099, -1.86389, 0.01669)  -0.16
O (-6.18320, -1.97554, -1.27292)  -0.14
C (-6.21623, -0.68890, -1.85697)  -0.21
H (-4.45125, 0.62950, -1.90363)  0.10
H (-5.56951, 1.02379, -0.68228)  0.08
H (-4.21444, -0.30797, 0.74453)  0.08
H (-3.61222, -1.21057, -0.67376)  0.09
H (-6.31819, -1.61726, 0.78078)  0.11
H (-5.11979, -2.81323, 0.28899)  0.10
H (-7.24332, -0.33690, -1.76069)  0.12
H (-6.02970, -0.74330, -2.92951)  0.10
C (1.02335, -0.82534, -5.07564)  -0.19
C (-0.01161, -1.72284, -4.48912)  -0.18
C (-0.47673, -2.58868, -5.67362)  -0.17
O (0.76825, -2.74840, -6.36146)  -0.15
C (1.66017, -1.60524, -6.18742)  -0.16
H (1.73558, -0.46213, -4.33476)  0.10
H (0.56089, 0.09595, -5.42983)  0.10
H (-0.82576, -1.14837, -4.04725)  0.09
H (0.36292, -2.38087, -3.70501)  0.10
H (-1.14843, -2.06301, -6.35229)  0.11
H (-0.84813, -3.49717, -5.19948)  0.10
H (1.82518, -1.06772, -7.12120)  0.12
H (2.63998, -1.92627, -5.83385)  0.09
C (3.76482, -7.02144, -0.39147)  -0.19
C (3.79206, -8.48231, -0.22987)  -0.19
C (2.55403, -8.75560, 0.59771)  -0.17
O (1.63568, -7.72623, 0.19411)  -0.14
C (2.27699, -6.76599, -0.62441)  -0.20
H (4.46338, -6.65321, -1.14282)  0.11
H (4.09065, -6.47199, 0.49173)  0.12
H (4.71491, -8.81173, 0.24755)  0.12
H (3.78858, -8.99079, -1.19399)  0.12
H (2.73419, -8.62080, 1.66423)  0.12
H (2.15908, -9.74464, 0.36553)  0.12
H (2.10703, -5.75807, -0.24582)  0.10
H (2.06726, -6.78108, -1.69393)  0.10
C (6.65969, -2.97544, 0.00755)  -0.16
C (5.50220, -2.81068, 0.99229)  -0.14
C (4.37375, -2.82044, -0.04798)  -0.18
O (4.74268, -3.84038, -1.01422)  -0.18
C (6.18051, -3.83015, -1.18401)  -0.16
H (7.56802, -3.33178, 0.49340)  0.11
H (6.89011, -1.96005, -0.31494)  0.09
H (5.59749, -1.85418, 1.50622)  0.10
H (5.34720, -3.61181, 1.71497)  0.11
H (4.27783, -1.91016, -0.63982)  0.10
H (3.39273, -2.93726, 0.41251)  0.10
H (6.42967, -3.31304, -2.11062)  0.08
H (6.59004, -4.83672, -1.09908)  0.12
C (-5.37674, 5.19099, -1.02536)  -0.15
C (-5.76259, 4.80615, -2.45693)  -0.14
C (-4.52563, 4.08285, -2.96674)  -0.22
O (-3.63040, 3.99405, -1.88100)  -0.15
C (-4.30182, 4.24283, -0.64509)  -0.20
H (-6.21834, 5.06166, -0.34485)  0.10
H (-4.99723, 6.21186, -1.06893)  0.11
H (-6.06495, 5.59458, -3.14617)  0.11
H (-6.55265, 4.05531, -2.44505)  0.10
H (-4.10375, 4.62999, -3.80980)  0.12
H (-4.80862, 3.09106, -3.31940)  0.10
H (-3.58452, 4.62583, 0.08078)  0.10
H (-4.68699, 3.30224, -0.25134)  0.10
C (-3.27498, 0.44889, -4.99848)  -0.17
C (-4.65766, 0.61131, -5.60645)  -0.19
C (-4.49808, 1.79256, -6.46163)  -0.22
O (-3.68295, 2.64469, -5.66597)  -0.17
C (-2.63330, 1.84600, -5.01948)  -0.14
H (-2.73985, -0.21120, -5.68114)  0.10
H (-3.23626, -0.01267, -4.01179)  0.09
H (-5.39348, 0.82860, -4.83221)  0.11
H (-5.08892, -0.22804, -6.15199)  0.12
H (-5.45144, 2.24305, -6.73781)  0.13
H (-3.94738, 1.61684, -7.38573)  0.12
H (-2.50359, 2.23030, -4.00775)  0.10
H (-1.75437, 1.92266, -5.65955)  0.11
C (2.70591, -0.37794, 3.70651)  -0.18
C (3.49514, -0.07540, 4.93412)  -0.18
C (4.83940, 0.30586, 4.38642)  -0.17
O (4.72508, 0.19286, 2.93904)  -0.14
C (3.36982, 0.40855, 2.62114)  -0.22
H (1.64891, -0.12616, 3.79285)  0.11
H (2.78372, -1.44913, 3.52052)  0.11
H (3.61496, -0.92182, 5.61037)  0.11
H (3.07977, 0.75590, 5.50377)  0.10
H (5.63931, -0.36193, 4.70628)  0.12
H (5.12328, 1.29515, 4.74534)  0.10
H (3.08479, 0.00373, 1.65007)  0.10
H (3.10080, 1.46238, 2.54921)  0.12
C (-3.09980, 3.36743, 4.49492)  -0.18
C (-2.81523, 4.82630, 4.48420)  -0.15
C (-3.89216, 5.28908, 3.53164)  -0.21
O (-4.03394, 4.23729, 2.60542)  -0.16
C (-3.41312, 3.03658, 3.08087)  -0.18
H (-3.92583, 3.16712, 5.17730)  0.12
H (-2.23029, 2.81383, 4.84931)  0.11
H (-1.79655, 4.92817, 4.11001)  0.09
H (-2.86570, 5.36074, 5.43285)  0.13
H (-3.70243, 6.27077, 3.09760)  0.12
H (-4.84603, 5.46647, 4.02840)  0.12
H (-2.57646, 2.92093, 2.39186)  0.12
H (-4.09742, 2.20275, 2.92413)  0.09
C (3.03121, -5.46931, -4.30688)  -0.13
C (1.94390, -6.55150, -4.50599)  -0.15
C (0.67460, -5.81392, -4.32062)  -0.24
O (0.88483, -4.90014, -3.26658)  -0.16
C (2.29051, -4.49488, -3.39410)  -0.17
H (3.17440, -4.96515, -5.26261)  0.10
H (3.95636, -5.82206, -3.85105)  0.11
H (2.04394, -7.31445, -3.73398)  0.10
H (2.01870, -6.97497, -5.50758)  0.12
H (-0.23723, -6.37618, -4.11928)  0.12
H (0.36816, -5.26019, -5.20807)  0.10
H (2.63405, -4.49651, -2.35965)  0.09
H (2.39226, -3.45942, -3.71903)  0.10
C (5.92837, -3.65698, -5.04142)  -0.19
C (5.37178, -2.32354, -4.67251)  -0.17
C (6.64588, -1.53547, -4.43765)  -0.19
O (7.59398, -2.08368, -5.33597)  -0.13
C (7.15636, -3.33583, -5.83479)  -0.21
H (5.23655, -4.26349, -5.62590)  0.10
H (6.23393, -4.20543, -4.15039)  0.11
H (4.67806, -2.39299, -3.83464)  0.10
H (4.74876, -1.86017, -5.43752)  0.10
H (7.19063, -1.69512, -3.50713)  0.11
H (6.55691, -0.46840, -4.64148)  0.12
H (7.92312, -4.10989, -5.86674)  0.12
H (6.93853, -3.23512, -6.89804)  0.11
C (3.65564, 0.95287, -1.89190)  -0.13
C (4.71025, 1.22128, -0.81386)  -0.18
C (6.03087, 0.98001, -1.50058)  -0.21
O (5.80899, 1.59850, -2.74544)  -0.14
C (4.39841, 1.65244, -3.07865)  -0.15
H (2.65874, 1.34693, -1.69437)  0.09
H (3.53882, -0.11532, -2.07468)  0.09
H (4.65438, 0.61411, 0.08964)  0.10
H (4.69633, 2.29202, -0.61033)  0.11
H (6.13162, -0.10403, -1.55340)  0.09
H (6.88539, 1.36258, -0.94242)  0.13
H (4.22553, 1.15916, -4.03514)  0.10
H (4.10095, 2.69166, -3.21880)  0.10
C (-0.64956, -0.31963, -1.07087)  -0.15
C (-0.96513, 0.77311, -0.00255)  -0.14
C (0.32580, 0.88950, 0.70955)  -0.24
O (1.00821, -0.30675, 0.44873)  -0.17
C (0.14441, -1.29051, -0.26985)  -0.14
H (-0.04289, 0.07561, -1.88563)  0.10
H (-1.49645, -0.82167, -1.53867)  0.09
H (-1.78546, 0.50112, 0.66167)  0.10
H (-1.22475, 1.72337, -0.46913)  0.11
H (0.11619, 0.89857, 1.77917)  0.11
H (0.92829, 1.74144, 0.39442)  0.12
H (-0.46426, -1.86181, 0.43103)  0.11
H (0.80004, -2.02354, -0.73987)  0.12
C (-4.18296, -2.99109, -4.34189)  -0.19
C (-3.48181, -3.57903, -3.15874)  -0.16
C (-3.67848, -5.06205, -3.44092)  -0.14
O (-4.93588, -5.11057, -4.22132)  -0.12
C (-5.41251, -3.82393, -4.48970)  -0.23
H (-3.58873, -3.06221, -5.25289)  0.12
H (-4.47424, -1.94910, -4.20956)  0.08
H (-4.00358, -3.31824, -2.23795)  0.10
H (-2.42734, -3.31051, -3.09485)  0.11
H (-3.78604, -5.65053, -2.52975)  0.10
H (-2.82331, -5.45847, -3.98829)  0.11
H (-6.21620, -3.63097, -3.77910)  0.12
H (-5.85100, -3.68969, -5.47854)  0.12
C (0.92864, 5.63511, 3.06823)  -0.18
C (1.91409, 5.00201, 3.92962)  -0.20
C (1.31997, 3.69690, 4.36024)  -0.18
O (0.45083, 3.35687, 3.27214)  -0.14
C (0.39420, 4.41594, 2.32240)  -0.20
H (1.32846, 6.39589, 2.39782)  0.12
H (0.16819, 6.02988, 3.74200)  0.11
H (2.21169, 5.61774, 4.77839)  0.13
H (2.86647, 4.82169, 3.43106)  0.10
H (0.74207, 3.85643, 5.27056)  0.12
H (2.14626, 3.00383, 4.51837)  0.11
H (-0.58802, 4.64419, 1.90859)  0.10
H (1.06762, 4.20557, 1.49152)  0.11
C (-1.20061, -6.31461, 0.27785)  -0.15
C (-2.68376, -6.49342, 0.39643)  -0.15
C (-3.18655, -5.08678, 0.31301)  -0.23
O (-2.12038, -4.28503, -0.15008)  -0.15
C (-1.03687, -5.10833, -0.64188)  -0.16
H (-0.68393, -7.17722, -0.14291)  0.11
H (-0.72097, -6.02928, 1.21413)  0.10
H (-3.03161, -7.06411, 1.25748)  0.09
H (-3.02729, -7.04296, -0.47998)  0.12
H (-3.59696, -4.73121, 1.25812)  0.10
H (-3.98393, -4.96575, -0.42023)  0.10
H (-0.08014, -4.59784, -0.53153)  0.10
H (-1.13508, -5.32490, -1.70563)  0.10
C (0.60550, -3.48173, 3.18317)  -0.19
C (1.46876, -4.49077, 2.51000)  -0.17
C (1.41588, -5.64914, 3.48949)  -0.16
O (1.32854, -4.96688, 4.75142)  -0.13
C (0.92105, -3.60006, 4.66239)  -0.19
H (-0.45525, -3.70169, 3.06267)  0.11
H (0.74087, -2.46384, 2.81757)  0.10
H (2.43711, -4.03149, 2.31135)  0.11
H (0.91974, -4.78869, 1.61674)  0.08
H (2.33494, -6.22136, 3.36303)  0.12
H (0.55772, -6.29272, 3.29597)  0.11
H (1.67926, -2.91132, 5.03501)  0.10
H (0.07794, -3.32266, 5.29509)  0.10
C (0.47536, 5.31943, -4.23016)  -0.14
C (-0.18024, 3.94394, -4.07663)  -0.15
C (0.85703, 3.13858, -3.27591)  -0.18
O (2.03839, 3.94656, -3.27527)  -0.15
C (1.92980, 4.86151, -4.35569)  -0.21
H (0.35539, 5.96542, -3.36044)  0.09
H (0.19603, 5.84810, -5.14152)  0.12
H (-0.28385, 3.59335, -5.10350)  0.10
H (-1.15264, 3.81740, -3.60069)  0.09
H (1.03923, 2.14022, -3.67363)  0.10
H (0.61754, 2.91179, -2.23700)  0.11
H (2.23577, 4.47810, -5.32908)  0.12
H (2.58858, 5.72224, -4.24056)  0.10
C (5.29652, 8.37247, -2.17284)  -0.17
C (4.83927, 6.93960, -2.31693)  -0.16
C (3.66638, 6.79335, -1.30755)  -0.18
O (4.10316, 7.62125, -0.24493)  -0.15
C (4.78141, 8.76974, -0.77287)  -0.19
H (4.74769, 8.97303, -2.89825)  0.10
H (6.36170, 8.59127, -2.24769)  0.11
H (5.70824, 6.35345, -2.01791)  0.11
H (4.56423, 6.69520, -3.34295)  0.10
H (3.54551, 5.75152, -1.01076)  0.11
H (2.70258, 7.14554, -1.67517)  0.11
H (5.62733, 9.09205, -0.16572)  0.11
H (4.23629, 9.71168, -0.83370)  0.11
C (-2.26598, 7.67650, -0.42461)  -0.18
C (-1.17295, 8.17477, 0.47800)  -0.16
C (0.04053, 8.24089, -0.46361)  -0.22
O (-0.26083, 7.21384, -1.31515)  -0.16
C (-1.52384, 6.57439, -1.10737)  -0.19
H (-2.59197, 8.48544, -1.07840)  0.13
H (-3.05704, 7.13688, 0.09610)  0.10
H (-0.99109, 7.38636, 1.20838)  0.10
H (-1.41501, 9.09468, 1.01023)  0.12
H (0.95743, 8.01498, 0.08078)  0.11
H (0.01031, 9.16308, -1.04392)  0.12
H (-1.47230, 5.68549, -0.47864)  0.11
H (-1.90150, 6.33931, -2.10247)  0.12
C (1.11387, 0.07438, 8.21505)  -0.20
C (0.05642, -0.31593, 7.24352)  -0.14
C (-0.15210, 1.06309, 6.54813)  -0.20
O (0.14559, 2.08563, 7.45713)  -0.12
C (0.78543, 1.53419, 8.57785)  -0.20
H (2.10310, -0.04804, 7.77399)  0.10
H (1.15036, -0.58775, 9.08013)  0.11
H (-0.81381, -0.66047, 7.80217)  0.12
H (0.44054, -1.07892, 6.56646)  0.09
H (-1.20639, 1.17798, 6.29637)  0.10
H (0.48468, 1.26208, 5.68615)  0.10
H (0.21004, 1.45365, 9.50009)  0.12
H (1.75500, 1.98128, 8.79727)  0.12
C (-6.88472, 2.79776, 1.54565)  -0.19
C (-8.10947, 2.28167, 0.83893)  -0.17
C (-8.54255, 1.16388, 1.74158)  -0.16
O (-7.94876, 1.48347, 3.04584)  -0.14
C (-7.22668, 2.69161, 3.00438)  -0.21
H (-6.70727, 3.86227, 1.39262)  0.10
H (-5.97100, 2.23624, 1.35091)  0.09
H (-7.90954, 1.91434, -0.16765)  0.10
H (-8.87973, 3.04720, 0.74537)  0.12
H (-8.11339, 0.25240, 1.32549)  0.11
H (-9.62529, 1.12873, 1.86215)  0.12
H (-6.36994, 2.74575, 3.67606)  0.11
H (-7.89526, 3.50934, 3.27346)  0.12
C (-3.21287, -1.54535, 3.51168)  -0.17
C (-4.45110, -0.69152, 3.61633)  -0.16
C (-4.29214, -0.03303, 5.03098)  -0.14
O (-2.86534, -0.02374, 5.20005)  -0.16
C (-2.16391, -0.68262, 4.14416)  -0.18
H (-3.01671, -1.90264, 2.50075)  0.11
H (-3.37996, -2.41648, 4.14517)  0.10
H (-5.34942, -1.30788, 3.58142)  0.12
H (-4.49770, 0.07301, 2.84081)  0.08
H (-4.74878, -0.66093, 5.79605)  0.12
H (-4.77169, 0.93899, 4.91569)  0.09
H (-1.25124, -1.16090, 4.49965)  0.11
H (-1.85933, 0.12321, 3.47634)  0.11
C (5.40936, 4.70817, 1.17223)  -0.17
C (5.93324, 3.50210, 1.85609)  -0.20
C (5.55329, 3.68601, 3.25160)  -0.25
O (5.58897, 5.06580, 3.50827)  -0.13
C (5.66544, 5.81170, 2.26055)  -0.14
H (4.36590, 4.70288, 0.85719)  0.10
H (5.90889, 4.97409, 0.24064)  0.11
H (6.99704, 3.48135, 1.61944)  0.13
H (5.45443, 2.59199, 1.49480)  0.10
H (6.30820, 3.12935, 3.80689)  0.12
H (4.56549, 3.26957, 3.44893)  0.10
H (6.63292, 6.29421, 2.12174)  0.12
H (4.85651, 6.53959, 2.19805)  0.10